Here is a molecular structure, C25H40F3N3OsP2 from the OMol25 dataset. Energies are from ωB97M-V/def2-TZVPD.

Last column: natural (NBO) charge in e.
Element x y z (Å)
1 Os 0.774783 0.310530 -0.388823  0.878
2 C 1.619411 -3.846931 -3.056301  -0.621
3 C 1.896167 -2.500559 -2.395240  -0.481
4 C 2.861786 -2.644846 -1.218130  -0.619
5 P 0.366615 -1.574146 -1.828616  1.014
6 C -0.734837 -1.439640 -3.329113  -0.481
7 C -0.124965 -0.524491 -4.386326  -0.622
8 C -2.138124 -0.971878 -2.959542  -0.616
9 C -0.645078 -2.603304 -0.705746  -0.380
10 C -1.177573 -3.834519 -1.052627  -0.178
11 C -2.074029 -4.480533 -0.208633  -0.134
12 C -2.529898 -3.839640 0.939277  -0.177
13 C -2.025120 -2.610420 1.293043  -0.208
14 C -1.012297 -1.995000 0.526962  0.224
15 N -0.415217 -0.825460 0.878378  -0.526
16 C -0.508482 -0.313131 2.151438  0.227
17 C -0.545051 -1.132396 3.294845  -0.229
18 C -0.726056 -0.592297 4.549989  -0.185
19 C -0.868056 0.778758 4.708713  -0.127
20 C -0.744464 1.612877 3.607182  -0.192
21 C -0.540483 1.096296 2.337018  -0.362
22 P -0.189112 2.125001 0.865190  1.004
23 C 0.643982 3.672583 1.507057  -0.469
24 C 0.833615 4.675386 0.377219  -0.624
25 C 1.959644 3.383329 2.211395  -0.613
26 C -1.837610 2.696946 0.222503  -0.495
27 C -2.559912 3.635658 1.181955  -0.621
28 C -2.687827 1.468200 -0.087438  -0.601
29 H 2.559958 -4.212014 -3.469114  0.250
30 H 0.924939 -3.766302 -3.889835  0.222
31 H 1.267112 -4.588711 -2.342207  0.216
32 H 2.355619 -1.844457 -3.142076  0.261
33 H 2.337929 -2.903274 -0.296585  0.204
34 H 3.425759 -1.724529 -1.085638  0.203
35 H 3.578893 -3.436242 -1.426044  0.252
36 H -0.799466 -2.469011 -3.711055  0.241
37 H -0.140728 0.513650 -4.058425  0.224
38 H -0.715251 -0.588159 -5.299111  0.246
39 H 0.895793 -0.803028 -4.634690  0.221
40 H -2.127308 0.072667 -2.656487  0.209
41 H -2.574549 -1.578678 -2.168095  0.216
42 H -2.778676 -1.059646 -3.832384  0.249
43 H -0.910865 -4.300733 -1.987435  0.239
44 H -2.453918 -5.454721 -0.468780  0.248
45 H -3.293257 -4.294875 1.549921  0.250
46 H -2.422990 -2.082289 2.146109  0.238
47 H -0.381366 -2.193639 3.188550  0.238
48 H -0.739044 -1.240490 5.413770  0.250
49 H -1.034934 1.194702 5.690557  0.247
50 H -0.804083 2.681223 3.747708  0.236
51 H -0.071573 4.073241 2.236871  0.240
52 H 1.574491 4.335017 -0.341515  0.228
53 H 1.192847 5.615194 0.787743  0.247
54 H -0.090621 4.882215 -0.154706  0.219
55 H 2.714268 3.091657 1.487412  0.201
56 H 1.852196 2.606466 2.963776  0.224
57 H 2.304132 4.289365 2.706137  0.243
58 H -1.621379 3.222728 -0.715060  0.253
59 H -2.665050 3.187845 2.168131  0.212
60 H -3.558276 3.828886 0.796368  0.248
61 H -2.054619 4.592057 1.275965  0.225
62 H -3.013616 0.976759 0.827861  0.212
63 H -2.126790 0.746604 -0.690001  0.193
64 H -3.576657 1.765146 -0.638163  0.246
65 N 2.695638 0.386586 2.214435  -0.672
66 N 2.942517 0.100945 0.839276  -0.678
67 H 3.512658 0.781612 2.677056  0.377
68 H 2.428607 -0.461263 2.705965  0.371
69 H 3.490484 -0.756830 0.710731  0.387
70 H 3.496029 0.869872 0.451969  0.410
71 F 0.874007 2.175490 -2.566247  -0.335
72 C 1.678650 1.319071 -1.903888  0.699
73 F 2.629130 2.103040 -1.299253  -0.353
74 F 2.351549 0.620478 -2.845146  -0.342

Forces on the atoms, in the same order (eV/Å):
1.5 -0.6 0.6
-0.1 0.1 0.0
-0.1 0.3 0.2
0.0 0.0 -0.1
-0.3 -0.8 -0.7
0.1 0.2 0.2
0.0 -0.1 -0.1
0.1 -0.2 0.1
0.3 0.2 0.0
0.1 0.2 0.1
-0.1 0.1 0.1
0.1 0.0 -0.1
0.0 0.2 0.1
-0.2 -0.9 -0.4
-0.4 0.3 0.2
-0.2 0.3 1.0
0.1 -0.1 0.0
0.1 -0.1 0.0
0.0 0.0 0.0
0.0 0.0 -0.3
0.0 0.0 -0.2
-0.6 0.6 0.4
0.0 -0.4 -0.2
-0.1 0.0 -0.1
-0.2 0.1 0.2
0.2 -0.2 -0.1
0.2 0.0 -0.1
0.2 0.0 -0.1
0.0 0.0 0.0
-0.1 -0.1 0.0
0.0 0.0 0.0
-0.2 0.0 0.1
0.0 -0.1 0.1
0.0 0.1 0.1
0.1 0.0 0.0
0.1 0.2 0.1
0.1 0.0 0.0
0.0 0.0 0.0
0.1 0.1 -0.1
0.0 0.1 0.0
-0.1 0.1 0.1
-0.1 0.0 -0.1
0.0 0.0 -0.1
-0.1 -0.1 -0.1
-0.1 -0.1 0.0
-0.1 -0.1 0.0
0.0 -0.1 0.0
0.0 0.0 0.0
0.0 0.1 0.1
0.0 0.1 0.0
0.0 -0.1 -0.2
0.1 -0.1 -0.1
0.0 0.1 0.1
-0.1 0.1 -0.1
0.2 -0.1 -0.1
0.1 0.0 0.0
0.0 0.1 0.0
0.1 -0.1 0.1
-0.1 0.0 0.1
-0.1 0.0 0.0
0.0 0.1 0.1
0.0 -0.1 0.1
-0.2 0.0 0.0
-0.1 0.0 -0.1
-0.2 0.1 0.6
-0.2 -0.2 -0.5
0.0 -0.2 -0.2
0.1 0.0 -0.2
-0.1 0.3 0.0
-0.2 -0.2 0.0
-0.1 0.1 -0.2
0.0 1.0 -0.7
0.4 0.2 0.1
0.0 -0.1 0.0

Computed properties:
E_HOMO (alpha / beta) ... -0.517 / -0.551 Ha
HOMO-LUMO gap (alpha / beta) ... 8.8 / 6.3 eV
Spin multiplicity ... 5
Net charge ... +2

---

Here is 5 unconnected molecules or ions with the total composition H10O4S from the OMol25 dataset. Energies are from ωB97M-V/def2-TZVPD.

Last column: natural (NBO) charge in e.
Element x y z (Å)
1 O -1.326917 -1.547663 0.510354  -0.970
2 H -1.808032 -2.352396 0.328543  0.488
3 H -0.445310 -1.583574 0.191297  0.499
4 O -1.063415 0.689325 1.976793  -0.994
5 H -1.168147 0.578640 2.921661  0.477
6 H -1.448045 -0.035906 1.489384  0.504
7 O -2.248803 2.572655 0.316353  -0.959
8 H -2.635521 1.710154 0.117198  0.466
9 H -1.854468 2.442533 1.182182  0.494
10 O 0.232186 1.485360 -0.862093  -0.957
11 H -0.674627 1.787722 -0.973441  0.480
12 H 0.375593 1.788032 0.024524  0.471
13 S 2.373880 -1.683708 -1.133642  -0.322
14 H 3.690812 -1.869761 -0.890088  0.152
15 H 2.448167 -0.584560 -1.916900  0.171

Forces on the atoms, in the same order (eV/Å):
-1.5 0.5 0.7
0.2 -0.3 -0.2
1.2 -0.3 -0.6
0.5 1.4 0.3
-0.2 -0.4 0.0
-0.2 -0.9 0.0
-0.4 0.1 -0.6
0.0 0.2 0.1
0.2 -0.3 0.2
-0.1 -0.2 -0.7
-0.2 0.1 -0.3
0.5 0.1 0.9
-0.1 0.0 0.0
-0.3 0.3 -0.3
0.3 -0.3 0.3

Computed properties:
E_HOMO ... -0.359 Ha
HOMO-LUMO gap ... 10.2 eV
SMILES ... O.O.O.O.S

---

Here is a single C5H7N molecule from the OMol25 dataset. Energies are from ωB97M-V/def2-TZVPD.

Last column: natural (NBO) charge in e.
Element x y z (Å)
1 C -1.321244 1.420565 0.150392  -0.346
2 C -1.360914 0.137525 0.466092  -0.238
3 C -0.277064 -0.832355 0.295072  0.216
4 N -0.616484 -2.051375 0.248682  -0.590
5 C 1.128936 -0.368675 0.192062  -0.251
6 C 1.651026 0.296975 -0.822918  -0.368
7 H -0.418324 1.895695 -0.215318  0.197
8 H -2.171514 2.059305 0.267352  0.202
9 H -2.282124 -0.319175 0.806422  0.222
10 H 0.161826 -2.703585 0.122262  0.337
11 H 1.752626 -0.679515 1.023402  0.216
12 H 1.058136 0.582115 -1.678458  0.198
13 H 2.695116 0.562495 -0.855048  0.204

Forces on the atoms, in the same order (eV/Å):
0.6 0.2 0.0
-0.5 0.0 -0.1
0.3 0.0 -0.3
-0.2 -0.7 0.2
0.2 -0.2 0.2
-0.1 0.0 -0.1
0.0 -0.1 0.0
-0.4 0.2 0.0
-0.1 0.0 0.0
0.1 0.4 0.0
0.1 0.1 0.0
-0.1 0.0 -0.1
0.2 0.0 0.1

Computed properties:
E_HOMO ... -0.360 Ha
HOMO-LUMO gap ... 10.5 eV
SMILES ... C=CC(=N)C=C

---

Here is a molecular structure, C7H17CeClINO3P from the OMol25 dataset. Energies are from ωB97M-V/def2-TZVPD.

Last column: natural (NBO) charge in e.
Element x y z (Å)
1 C -1.931923 2.384736 -0.414099  -0.780
2 I -3.121397 -0.074864 -0.607511  0.294
3 H -1.293044 2.847629 -1.186651  0.287
4 H -1.883408 3.030446 0.482539  0.298
5 H -2.961982 2.413282 -0.768712  0.277
6 Ce 1.587360 -0.929606 0.901249  2.035
7 P 1.255603 0.015089 -1.833939  0.941
8 C 0.073296 0.320822 -3.176660  -0.926
9 C 2.574964 1.186827 -2.319429  -0.917
10 H 2.772840 -1.926984 -1.606202  0.256
11 H 2.441692 -1.411411 -3.298582  0.315
12 H 1.209520 -2.359930 -2.405646  0.276
13 C 1.991465 -1.590764 -2.311819  -0.966
14 H 3.438734 1.091626 -1.656111  0.273
15 H 2.866550 0.983365 -3.352478  0.287
16 H 0.595497 0.179165 -4.135409  0.302
17 H -0.299882 1.352507 -3.129409  0.272
18 H 2.184590 2.206623 -2.254673  0.276
19 H -0.772672 -0.373381 -3.110107  0.269
20 C -1.459840 1.034378 -0.037396  0.468
21 O -0.396850 0.699809 0.521406  -0.682
22 Cl 4.128597 -0.748443 0.712761  -0.246
23 N -2.383605 -1.167962 3.382448  -0.670
24 C -1.124702 -0.809944 4.138919  -0.337
25 C -0.030020 -1.028186 3.131429  0.787
26 O 1.047181 -0.330090 3.109407  -0.654
27 O -0.292674 -1.876851 2.203865  -0.719
28 H -2.431408 -0.716136 2.443874  0.449
29 H -3.232885 -0.935751 3.891843  0.472
30 H -2.387515 -2.189592 3.207247  0.472
31 H -1.172045 0.223529 4.497723  0.291
32 H -0.992037 -1.499940 4.980121  0.305

Forces on the atoms, in the same order (eV/Å):
1.0 1.9 0.5
0.0 -2.3 0.3
0.0 -0.1 0.4
0.2 0.0 -0.3
0.4 0.0 0.1
0.5 1.0 0.2
1.7 -0.2 -1.6
-1.1 0.0 0.5
-0.1 0.3 0.9
0.0 0.0 -0.4
0.1 -0.3 0.3
0.3 0.1 0.0
-0.5 -0.3 0.4
0.0 0.1 -0.2
-0.1 -0.1 0.1
0.0 0.0 0.4
0.1 -0.3 0.0
0.1 -0.1 0.0
0.1 0.2 -0.2
-0.1 0.2 0.3
-1.2 0.0 -0.7
-2.2 -0.1 0.2
0.0 -0.5 -0.2
-0.1 0.2 -0.2
0.5 0.1 -0.8
-0.8 -1.0 -0.8
1.4 0.9 0.1
0.0 -0.3 0.7
-0.2 0.1 0.3
-0.1 0.4 0.0
0.0 -0.2 -0.1
-0.1 0.2 0.0

Computed properties:
E_HOMO (alpha / beta) ... -0.712 / -0.712 Ha
HOMO-LUMO gap (alpha / beta) ... 5.6 / 5.6 eV
Net charge ... +3

---

Energy above the lowest of the compared OMol25 structures with the same formula, charge and spin readings, ordered: 0.0; 11.5; 39.7; 0.0 kcal per mole